Entry from the Open Molecules 2025 dataset: C18H37CuF3NO8 as an isolated structure in a non-equilibrium geometry (ωB97M-V with the def2-TZVPD basis set).

```
68
C18H37CuF3NO8 ωB97M-V with the def2-TZVPD basis set
H -3.12627 -0.62164 3.90600
C 0.93763 -4.26540 1.03616
C -1.28344 -3.45122 -1.50677
H 2.59348 -1.70097 -1.39305
O -1.65617 0.21141 2.71513
H -3.02498 -1.27590 2.28776
H 2.65464 4.30946 -0.92553
C 0.67543 0.14250 3.28556
C 2.46987 -0.64621 -1.63956
H 3.14248 -4.59988 0.78320
H -3.45416 2.65064 0.58580
H 3.32206 -0.78753 0.78747
C 0.80610 3.72359 0.10874
C -3.46927 0.46225 -0.58712
H -1.07918 2.49279 1.97163
H 1.04293 4.09667 1.11335
H 2.73083 2.73980 -0.19098
C -0.61330 -2.90122 -0.23497
H 1.58555 4.46553 -2.99609
C -1.33809 3.00787 1.04000
O 0.94726 0.32876 1.90886
O -2.29948 1.04133 0.00290
H 2.29484 1.88418 1.85638
H -3.71185 0.91966 -1.54631
C -2.94572 -0.34492 2.86502
O 0.64151 -3.51987 -0.13761
H 0.14273 -4.97840 1.26437
C 2.92927 0.20791 0.54690
H 0.26705 4.50145 -0.44479
H -0.73379 -1.46642 3.36861
C -0.87117 0.23553 -3.31323
C 1.16747 3.45656 -2.95861
C -1.35655 -0.38995 -4.56064
H 2.23006 -5.53589 -0.20913
H 2.22485 -5.93100 1.51161
H 2.96193 0.45611 2.55847
H -0.98338 -0.28639 4.62369
H 1.30581 2.89995 -3.87948
H -2.09436 0.25559 -5.02848
H 3.79944 0.82531 0.28860
C -2.44995 2.46492 0.20161
O -0.11123 2.65005 0.34366
C 2.28802 0.79466 1.76278
N -0.60550 0.78082 -2.34075
H -1.84890 -1.29614 -4.20157
F -0.53865 -3.34056 -2.60392
Cu -0.19762 0.53728 -0.09532
F -2.43938 -2.77696 -1.76749
C 2.04817 3.42816 -0.69684
H 0.09151 3.55052 -2.76138
H 1.09526 -3.61275 1.89722
C -0.70831 -0.38976 3.57096
C 2.17429 -5.11068 0.79768
H 0.96643 1.00413 3.90190
H -1.41751 4.04844 1.35564
H -4.26380 0.60275 0.14650
H -0.53232 -0.63415 -5.22279
H 1.71810 -0.56487 -2.42084
H 3.36875 -0.21482 -2.08491
H -3.67471 0.34309 2.44984
O 1.67683 2.71601 -1.85640
H -3.28682 -0.60312 -0.70514
H 1.37313 -0.57140 3.74779
F -1.62486 -4.72757 -1.29898
O -0.30495 -1.56952 -0.34320
H -1.23704 -3.10707 0.63911
O 2.00734 0.04722 -0.49578
H -2.39835 2.93927 -0.78325
```

The energy relative to the best compared isomer or geometry (same formula, charge and spin) comes out at 10.2 kJ/mol. As for the spin multiplicity: 2. As for the charge: +1. As for the expectation value of S²: 0.754. As for the total energy: -3304.4149 Eh.

How positive or negative is each atom? The Löwdin charges in e answer that:
1. H 0.096
2. C -0.246
3. C -0.556
4. H 0.100
5. O -0.210
6. H 0.097
7. H 0.141
8. C -0.172
9. C -0.053
10. H 0.071
11. H 0.140
12. H 0.143
13. C -0.147
14. C -0.045
15. H 0.130
16. H 0.140
17. H 0.104
18. C -0.408
19. H 0.095
20. C -0.115
21. O -0.149
22. O -0.272
23. H 0.127
24. H 0.100
25. C -0.076
26. O -0.080
27. H 0.121
28. C -0.186
29. H 0.136
30. H 0.129
31. C -0.160
32. C -0.083
33. C -0.005
34. H 0.082
35. H 0.077
36. H 0.138
37. H 0.136
38. H 0.090
39. H 0.093
40. H 0.140
41. C -0.142
42. O -0.213
43. C -0.170
44. N 0.213
45. H 0.084
46. F 0.164
47. Cu 0.729
48. F 0.106
49. C -0.177
50. H 0.077
51. H 0.115
52. C -0.182
53. C -0.074
54. H 0.137
55. H 0.146
56. H 0.093
57. H 0.094
58. H 0.075
59. H 0.102
60. H 0.083
61. O -0.219
62. H 0.090
63. H 0.136
64. F 0.157
65. O -0.147
66. H 0.158
67. O -0.238
68. H 0.140